Entry 1:
14
Properties=species:S:1:pos:R:3:lowdin_charge:R:1 method="wB97M-V/def2-TZVPD" multiplicity=1
C -1.399 0.745 -0.395 -0.106
C -1.157 -0.487 0.505 -0.231
N 0.209 -0.472 1.005 0.006
C 1.305 -0.346 0.211 -0.462
N 2.405 -0.974 0.377 0.149
C 1.232 0.633 -0.874 -0.189
N 1.618 1.173 -1.821 0.170
H -0.745 0.887 -1.356 0.083
H -1.404 1.642 0.255 0.089
H -2.372 0.615 -0.855 0.063
H -1.386 -1.415 -0.046 0.114
H -1.807 -0.480 1.403 0.122
H 0.414 -0.881 1.897 0.133
H 3.088 -0.640 -0.304 0.060

=====

Entry 2:
14
Properties=species:S:1:pos:R:3:lowdin_charge:R:1 method="wB97M-V/def2-TZVPD" smiles=CNc1cc[nH]n1 multiplicity=1
C 2.191 0.164 0.329 -0.116
N 1.153 0.645 -0.548 -0.035
C -0.160 0.273 -0.400 -0.397
N -1.158 0.861 -1.049 0.067
N -2.267 0.278 -0.528 -0.057
C -1.994 -0.662 0.396 -0.117
C -0.624 -0.724 0.490 -0.048
H 1.789 0.005 1.338 0.078
H 2.642 -0.784 -0.001 0.078
H 2.989 0.910 0.410 0.080
H 1.381 1.255 -1.314 0.124
H -3.157 0.457 -0.961 0.142
H -2.773 -1.171 0.947 0.111
H -0.012 -1.508 0.890 0.090

=====

HOMO energy in eV, matching the order above: -9.65, -7.73
HOMO-LUMO gap in hartree, matching the order above: 0.377, 0.325